[1]
Molecular formula: C36H124O36
Method: DFT, ωB97M-V/def2-TZVPD

Computed properties:
electronic energy	-4154.27227	hartree
orbital gap	0.3590	hartree
strongest force on any atom	3.2	eV/Å

Element x y z (Å)
C: 1.18 -1.15 5.72
O: 2.14 -0.78 6.71
H: 1.41 -0.94 4.67
H: 0.94 -2.20 5.78
H: 0.18 -0.65 5.85
H: 2.33 0.19 6.58
C: 3.70 3.50 1.16
O: 3.74 3.82 -0.21
H: 4.42 4.10 1.73
H: 2.67 3.59 1.57
H: 3.90 2.45 1.31
H: 3.01 3.35 -0.60
C: -0.39 2.97 2.79
O: 0.40 2.07 3.61
H: -1.06 2.39 2.14
H: -0.96 3.58 3.48
H: 0.29 3.59 2.22
H: 0.68 1.37 3.00
C: 2.27 -5.85 -1.00
O: 3.20 -5.15 -0.21
H: 1.50 -6.20 -0.31
H: 1.69 -5.27 -1.73
H: 2.67 -6.73 -1.44
H: 3.95 -4.93 -0.75
C: 2.18 3.35 6.15
O: 2.25 2.00 5.69
H: 1.26 3.80 5.77
H: 2.13 3.37 7.24
H: 3.03 3.91 5.80
H: 1.72 1.90 4.87
C: 4.90 0.47 -0.83
O: 5.78 1.46 -1.38
H: 4.89 -0.45 -1.44
H: 5.24 0.25 0.20
H: 3.91 0.87 -0.68
H: 5.93 2.20 -0.77
C: 0.69 5.11 -0.56
O: 0.77 5.93 -1.67
H: 1.26 5.53 0.29
H: -0.31 4.92 -0.24
H: 1.17 4.13 -0.68
H: 0.18 5.67 -2.39
C: -1.61 -2.37 3.96
O: -1.36 -2.88 2.67
H: -2.69 -2.41 4.14
H: -1.03 -2.96 4.64
H: -1.24 -1.36 4.07
H: -2.17 -2.77 2.20
C: 2.65 -3.82 2.99
O: 4.05 -3.47 2.88
H: 2.31 -4.10 4.01
H: 2.00 -2.97 2.70
H: 2.46 -4.65 2.38
H: 4.41 -3.87 3.65
C: 5.55 -3.28 -0.66
O: 5.82 -4.26 -1.64
H: 4.51 -2.97 -0.70
H: 5.73 -3.78 0.31
H: 6.24 -2.43 -0.75
H: 6.73 -4.58 -1.58
C: -3.77 0.54 2.55
O: -5.04 0.55 1.92
H: -3.74 1.27 3.34
H: -3.57 -0.46 3.04
H: -3.04 0.77 1.77
H: -5.78 0.60 2.58
C: -2.04 1.23 6.55
O: -1.86 0.73 5.22
H: -1.14 1.13 7.13
H: -2.40 2.27 6.60
H: -2.82 0.61 6.99
H: -1.02 1.11 4.87
C: -3.57 2.92 0.16
O: -2.24 3.47 0.19
H: -3.50 1.85 -0.01
H: -4.00 3.00 1.11
H: -4.24 3.46 -0.48
H: -1.51 2.87 -0.06
C: 4.82 -0.10 3.05
O: 3.61 -0.77 2.87
H: 4.66 0.99 3.01
H: 5.26 -0.35 3.99
H: 5.56 -0.34 2.25
H: 3.79 -1.73 2.81
C: -3.02 -2.16 -0.11
O: -3.78 -2.59 1.05
H: -1.99 -2.06 0.24
H: -3.04 -2.98 -0.85
H: -3.42 -1.27 -0.54
H: -4.62 -2.94 0.74
C: 0.39 -0.65 -6.23
O: 0.57 -1.85 -7.04
H: 0.96 0.14 -6.69
H: -0.67 -0.41 -6.41
H: 0.53 -0.79 -5.15
H: 1.46 -2.21 -6.97
C: -5.28 -3.61 -3.05
C: -6.52 -4.11 -2.32
O: -6.56 -3.58 -0.99
O: -5.02 -2.24 -2.83
H: -5.44 -3.74 -4.13
H: -4.39 -4.26 -2.81
H: -6.49 -5.19 -2.25
H: -7.47 -3.82 -2.87
H: -7.00 -2.75 -0.99
H: -5.09 -2.02 -1.89
C: 3.92 -1.54 -3.72
C: 3.74 -1.40 -5.23
O: 2.83 -2.38 -5.82
O: 2.81 -1.15 -2.98
H: 4.68 -0.86 -3.37
H: 4.25 -2.57 -3.47
H: 4.70 -1.55 -5.77
H: 3.34 -0.48 -5.50
H: 3.18 -3.27 -5.70
H: 2.15 -1.85 -2.91
C: -6.11 0.48 -1.49
C: -7.48 0.08 -1.95
O: -7.45 -1.19 -2.62
O: -5.55 -0.59 -0.71
H: -6.10 1.46 -0.95
H: -5.45 0.60 -2.34
H: -7.92 0.80 -2.62
H: -8.08 -0.04 -1.05
H: -6.67 -1.41 -3.12
H: -5.27 -0.32 0.24
C: 3.56 2.70 -3.62
C: 2.11 2.20 -3.32
O: 2.05 1.40 -2.14
O: 4.38 1.57 -3.83
H: 3.89 3.38 -2.81
H: 3.50 3.33 -4.53
H: 1.70 1.70 -4.23
H: 1.51 3.10 -3.22
H: 2.37 0.49 -2.36
H: 5.06 1.67 -3.14
C: -0.25 -4.03 -3.79
C: -1.09 -4.18 -5.10
O: -0.27 -4.42 -6.29
O: 0.52 -2.81 -3.82
H: 0.49 -4.81 -3.70
H: -0.79 -4.07 -2.86
H: -1.69 -3.25 -5.12
H: -1.78 -5.01 -5.09
H: -0.10 -3.52 -6.54
H: 1.19 -2.98 -4.49
C: -3.69 4.71 -3.88
C: -2.49 5.37 -3.14
O: -1.27 4.82 -3.65
O: -3.69 3.35 -3.44
H: -3.52 4.80 -4.93
H: -4.61 5.23 -3.66
H: -2.62 5.19 -2.04
H: -2.47 6.46 -3.40
H: -1.33 3.93 -3.20
H: -3.92 2.76 -4.18
C: 3.96 -3.95 7.25
C: 3.96 -5.21 6.29
O: 4.79 -5.05 5.16
O: 5.38 -3.88 7.51
H: 3.50 -4.34 8.21
H: 3.51 -3.06 6.81
H: 2.97 -5.53 6.02
H: 4.30 -6.05 6.90
H: 5.69 -5.01 5.53
H: 5.60 -3.09 8.04
C: -1.18 0.88 -3.42
C: -2.06 -0.35 -3.25
O: -3.41 0.03 -3.46
O: -1.49 1.94 -2.59
H: -1.18 1.18 -4.45
H: -0.13 0.51 -3.24
H: -1.89 -0.79 -2.26
H: -1.68 -1.02 -3.99
H: -4.01 -0.75 -3.50
H: -2.43 2.09 -2.71
C: -1.82 6.72 1.64
C: -3.34 7.07 1.40
O: -4.03 6.25 0.44
O: -1.74 5.44 2.25
H: -1.26 7.46 2.26
H: -1.34 6.73 0.61
H: -3.45 8.11 1.10
H: -3.90 7.01 2.31
H: -3.45 5.48 0.31
H: -1.87 4.77 1.58
C: -0.19 0.37 0.21
C: 1.01 -0.47 0.79
O: 1.34 0.08 2.04
O: 0.00 1.72 0.01
H: -1.00 0.14 0.93
H: -0.46 -0.16 -0.75
H: 1.87 -0.43 0.12
H: 0.63 -1.52 0.89
H: 2.25 -0.19 2.30
H: 0.52 1.83 -0.81

Here are the Mulliken charges for atoms 1 to 6, given in e: C -0.057; O -0.595; H 0.185; H 0.314; H -0.022; H 0.382


[2]
Molecular formula: C14H12CaF2NOS4
Method: DFT, ωB97M-V/def2-TZVPD

Computed properties:
ΔE to the lowest compared entry with this formula, charge and spin	0.1	kcal/mol
total charge	-1
electronic energy	-3140.96555	hartree
orbital gap	0.2374	hartree
strongest force on any atom	1.8	eV/Å

Element x y z (Å)
Ca: 1.13 -0.80 0.64
F: -4.28 0.51 1.48
C: -3.03 0.97 1.23
C: -1.94 0.15 1.43
C: -0.64 0.61 1.18
C: -0.49 1.94 0.72
C: -1.63 2.71 0.51
F: -1.56 3.98 0.01
C: -2.91 2.26 0.76
C: 0.88 2.43 0.46
C: 1.21 3.79 0.37
C: 2.52 4.16 0.09
C: 3.48 3.17 -0.10
C: 3.08 1.86 0.03
N: 1.83 1.50 0.31
H: -2.11 -0.86 1.79
H: -3.77 2.89 0.58
H: 0.47 4.55 0.52
H: 2.78 5.20 0.01
H: 4.51 3.42 -0.34
H: 3.78 1.04 -0.11
S: 2.48 -2.67 2.10
S: 2.41 -3.75 0.36
S: 3.49 -2.74 -1.09
S: 2.32 -1.25 -1.86
C: -2.11 -4.24 -0.32
C: -1.16 -3.12 -0.69
C: -0.84 -2.97 -2.14
O: -0.70 -2.42 0.19
H: -2.10 -5.04 -1.06
H: -3.12 -3.82 -0.26
H: -1.85 -4.64 0.66
H: -1.66 -3.29 -2.78
H: 0.04 -3.59 -2.34
H: -0.54 -1.95 -2.36

Here are the Mulliken charges for atoms 1 to 6, given in e: Ca 0.937; F -0.339; C 0.456; C -0.604; C -1.206; C 0.703


[3]
Molecular formula: C13H28DyNO4P2
Method: DFT, ωB97M-V/def2-TZVPD

Computed properties:
ΔE to the lowest compared entry with this formula, charge and spin	145.2	kcal/mol
expectation value of S²	9.307
spin multiplicity	6
electronic energy	-2435.27540	hartree
orbital gap (spin up / spin down)	0.2261 / 0.2310	hartree
strongest force on any atom	8.8	eV/Å

Element x y z (Å)
C: -0.79 1.08 -3.74
C: -0.81 0.54 -2.44
N: 0.01 1.04 -1.48
C: 0.86 2.07 -1.75
C: 0.93 2.61 -3.04
C: 0.10 2.12 -4.05
C: -1.69 -0.63 -2.08
P: -1.98 -0.69 -0.24
Dy: 0.03 0.13 0.48
P: 1.96 1.32 0.71
C: 1.66 2.63 -0.60
O: -0.52 -3.56 -2.47
O: 0.64 -3.60 -0.01
H: -1.46 0.67 -4.50
H: 1.63 3.43 -3.25
H: 0.13 2.53 -5.06
C: -3.48 0.33 0.05
C: -2.55 -2.40 0.10
H: 2.58 3.12 -0.95
H: 1.04 3.38 -0.08
H: -1.16 -1.59 -2.30
H: -2.62 -0.63 -2.67
C: 2.32 2.28 2.24
C: 3.58 0.57 0.26
H: 0.74 -2.60 -0.02
H: 0.36 -3.77 0.90
H: -0.17 -3.73 -1.56
H: 0.29 -3.44 -2.99
H: -0.75 1.42 1.21
H: 0.89 -1.17 -0.20
H: -4.36 -0.05 -0.51
H: -3.70 0.34 1.13
H: -3.26 1.37 -0.27
H: -3.42 -2.69 -0.52
H: -1.70 -3.08 -0.09
H: -2.82 -2.46 1.17
H: 4.40 1.31 0.24
H: 3.82 -0.21 1.01
H: 3.47 0.08 -0.72
H: 3.20 2.95 2.12
H: 1.43 2.86 2.50
H: 2.52 1.56 3.05
C: -0.42 -0.56 5.03
O: -0.48 -0.18 3.70
C: 0.08 -0.86 2.66
O: 0.70 -1.89 2.84
H: 0.16 -1.49 5.18
H: -1.45 -0.71 5.41
H: 0.06 0.26 5.61

Here are the Mulliken charges for atoms 1 to 6, given in e: C -0.900; C 0.515; N 0.311; C 0.660; C -0.929; C -0.391


[4]
Molecular formula: ClFHOPS
Method: DFT, ωB97M-V/def2-TZVPD

Computed properties:
ΔE to the lowest compared entry with this formula, charge and spin	97.6	kcal/mol
electronic energy	-1375.39594	hartree
orbital gap (spin up / spin down)	0.2768 / 0.2767	hartree
strongest force on any atom	3.1	eV/Å

Element x y z (Å)
O: 0.92 0.09 -0.91
F: 1.00 -0.17 2.03
P: -0.48 0.00 -0.22
S: -1.53 -1.66 -0.22
Cl: -1.36 1.75 -0.55
H: 1.45 -0.01 -0.14

Mulliken charges in e: O -0.351; F -0.666; P 0.846; S -0.162; Cl -0.067; H 0.399


[5]
Molecular formula: C11H12NO2
Method: DFT, ωB97M-V/def2-TZVPD

Computed properties:
ΔE to the lowest compared entry with this formula, charge and spin	2.6	kcal/mol
total charge	-1
electronic energy	-631.69356	hartree
orbital gap	0.2918	hartree
strongest force on any atom	1.1	eV/Å

Element x y z (Å)
C: -2.66 3.23 -0.39
C: -2.07 2.79 0.96
O: -0.82 2.60 1.02
O: -2.87 2.72 1.91
H: -3.39 2.52 -0.76
H: -1.84 3.24 -1.11
H: -3.05 4.24 -0.34
C: -0.99 -3.43 -0.33
C: -1.06 -0.92 0.32
C: 0.99 -0.30 -0.17
C: -0.44 -2.05 -0.12
C: 0.91 -1.69 -0.43
C: 2.18 0.41 -0.35
C: 3.27 -0.33 -0.76
C: 2.02 -2.40 -0.91
C: 3.20 -1.70 -1.06
N: -0.18 0.13 0.34
H: -0.45 1.14 0.57
H: -2.04 -0.86 0.76
H: 2.28 1.48 -0.21
H: -0.64 -4.18 0.38
H: -0.70 -3.74 -1.34
H: 4.25 0.13 -0.89
H: 1.93 -3.47 -1.04
H: 4.10 -2.17 -1.42
H: -2.08 -3.46 -0.30

Here are the Mulliken charges for atoms 1 to 6, given in e: C -0.869; C 0.576; O -0.825; O -0.704; H 0.246; H 0.269


[6]
Molecular formula: C4H9NO2S
Method: DFT, ωB97M-V/def2-TZVPD

Computed properties:
ΔE to the lowest compared entry with this formula, charge and spin	70.7	kcal/mol
electronic energy	-761.15083	hartree
orbital gap	0.3411	hartree
structure (SMILES)	O=C[C@H](CS)NCO
strongest force on any atom	7.1	eV/Å

Element x y z (Å)
O: -0.08 1.44 -1.52
C: -0.18 0.18 -1.43
C: -0.16 -0.45 0.05
C: -1.67 -0.85 0.14
S: -1.84 -2.61 -0.22
N: 0.19 0.80 0.87
C: 1.53 0.99 1.19
O: 2.32 0.54 0.13
H: -0.19 -0.41 -2.25
H: 0.59 -1.33 0.22
H: -2.11 -0.83 1.23
H: -2.32 -0.15 -0.37
H: -1.51 -2.62 -1.58
H: -0.29 1.62 0.50
H: 1.71 2.03 1.51
H: 1.77 0.41 2.08
H: 2.27 1.25 -0.55

Here are the Mulliken charges for atoms 1 to 6, given in e: O -0.536; C -0.233; C 0.155; C -0.800; S -0.188; N -0.404